Entry 1:
Formula: C5H8N2
Source: the Open Molecules 2025 dataset
Level of theory: ωB97M-V/def2-TZVPD

As for the orbital gap: 8.8 eV. The total charge is 0. For the total energy, the calculation gives -304.67925 a.u. As for the HOMO energy: -8.2 eV. The calculation puts the lowest unoccupied orbital energy at 0.558 eV. The calculation puts the molar mass at 96.1 g mol⁻¹.

Element x y z (Å)
N 0.743 2.518 0.689
N 2.080 -0.609 -0.148
C -0.398 -0.289 -0.507
C -1.444 -1.260 -0.264
C 0.680 1.366 0.561
C 0.831 -0.123 0.368
C -1.333 0.811 -0.027
H -1.473 -1.793 0.693
H 0.642 -0.601 1.339
H -1.657 0.959 1.001
H -1.592 1.672 -0.667
H -0.209 -0.160 -1.576
H 2.390 -0.038 -0.928
H 2.801 -0.576 0.564
H -1.946 -1.786 -1.079


Entry 2:
Formula: C5H8N2
Source: the Open Molecules 2025 dataset
Level of theory: ωB97M-V/def2-TZVPD

As for the orbital gap: 8.5 eV. The total charge is 0. For the total energy, the calculation gives -304.82171 a.u. Its SMILES is Cc1cc(N)c[nH]1. As for the HOMO energy: -7.4 eV. The calculation puts the lowest unoccupied orbital energy at 1.075 eV. The calculation puts the molar mass at 96.1 g mol⁻¹.

Element x y z (Å)
N -1.102 -0.455 0.497
N 1.915 1.196 1.593
C 0.765 0.237 -0.436
C -0.374 0.195 1.474
C -0.429 -0.407 -0.680
C -0.978 -0.987 -1.939
C 0.819 0.601 0.941
H -1.098 -2.076 -1.875
H 1.540 0.418 -1.166
H 1.650 1.614 2.477
H -2.047 -0.781 0.634
H -1.954 -0.559 -2.199
H -0.760 -0.126 2.430
H -0.292 -0.776 -2.762
H 2.344 1.905 1.011


Entry 3:
Formula: C5H8N2
Source: the Open Molecules 2025 dataset
Level of theory: ωB97M-V/def2-TZVPD

As for the orbital gap: 10.5 eV. The total charge is 0. For the total energy, the calculation gives -304.78573 a.u. Its SMILES is C[C@H]1CN[C@H]1C#N. As for the HOMO energy: -9.6 eV. The calculation puts the lowest unoccupied orbital energy at 0.924 eV. The calculation puts the molar mass at 96.1 g mol⁻¹.

Element x y z (Å)
N 0.784 -0.704 1.361
N -2.195 1.203 1.682
C 0.001 -0.446 -0.638
C 1.394 -0.489 0.030
C -1.475 0.388 1.290
C -0.339 0.863 -1.327
C -0.578 -0.664 0.793
H 0.250 0.971 -2.243
H -0.109 1.715 -0.677
H 2.039 -1.324 -0.267
H -1.399 0.923 -1.591
H -1.098 -1.620 0.926
H -0.209 -1.295 -1.294
H 0.973 0.032 2.032
H 1.959 0.446 -0.078


- What is the lowest unoccupied orbital energy in the first record?
  0.558 eV